(1)
ORCA calculation (ωB97M-V/def2-TZVPD) on C2H5BrOS in the gas phase in a non-equilibrium geometry.

Output
ΔE to the lowest compared entry with this formula, charge and spin: 48.0 kcal per mole
spin multiplicity: 3

Cartesian coordinates (Å):
C1 0.678 1.768 -0.687
C2 1.769 -0.694 0.407
O1 1.994 -1.492 1.567
S1 0.417 0.606 0.659
Br1 3.468 0.138 -0.312
H1 -0.162 2.397 -1.074
H2 1.071 1.322 -1.604
H3 1.357 2.500 -0.469
H4 1.496 -1.360 -0.507
H5 2.197 -1.033 2.455



(2)
ORCA calculation (ωB97M-V/def2-TZVPD) on a molecular structure, C18H29Cl15NO3 in a non-equilibrium geometry.

Output
net charge: +1

Cartesian coordinates (Å):
C1 -2.354 -2.968 2.518
O1 -2.192 -1.856 1.641
C2 -1.213 -2.079 0.668
C3 0.222 -2.051 1.212
C4 1.273 -2.619 0.222
C5 1.894 -1.535 -0.668
N1 0.993 -1.101 -1.774
C6 0.279 -1.978 -2.443
C7 -0.562 -1.583 -3.404
C8 -0.676 -0.253 -3.715
C9 -1.640 0.253 -4.764
O2 -2.413 1.118 -4.460
O3 -1.717 -0.254 -6.038
Cl1 -0.411 -1.231 -6.495
C10 0.094 0.616 -3.006
C11 0.927 0.193 -2.045
H1 -2.071 -3.930 2.070
H2 -3.383 -3.043 2.870
H3 -1.734 -2.798 3.412
H4 -1.319 -1.258 -0.060
H5 -1.409 -3.002 0.090
H6 0.268 -2.700 2.095
H7 0.515 -1.058 1.571
H8 0.819 -3.450 -0.324
H9 2.090 -3.020 0.828
H10 2.878 -1.816 -1.049
H11 2.054 -0.669 -0.028
H12 0.338 -3.037 -2.247
H13 -1.160 -2.294 -3.958
H14 0.021 1.676 -3.228
H15 1.524 0.941 -1.516
C12 2.381 3.349 0.376
Cl2 2.839 1.776 1.030
Cl3 1.324 3.210 -1.045
H16 1.858 3.920 1.135
H17 3.293 3.861 0.086
C13 -0.793 2.058 1.884
Cl4 -2.038 1.017 1.186
Cl5 0.022 1.259 3.231
H18 -0.065 2.284 1.114
H19 -1.252 2.973 2.244
C14 -4.647 -0.842 3.495
Cl6 -5.892 -1.885 2.796
Cl7 -3.826 -1.631 4.848
H20 -3.915 -0.609 2.728
H21 -5.113 0.068 3.855
C15 6.702 1.271 -1.658
Cl8 5.248 1.238 -2.676
Cl9 6.553 2.452 -0.356
H22 6.854 0.287 -1.228
H23 7.549 1.540 -2.279
C16 -2.676 4.705 -3.726
Cl10 -4.097 4.112 -2.870
Cl11 -1.209 3.843 -3.223
H24 -2.817 4.557 -4.790
H25 -2.548 5.759 -3.508
C17 5.565 4.937 2.970
Cl12 6.481 4.865 1.458
Cl13 4.240 3.763 3.054
H26 6.240 4.744 3.796
H27 5.147 5.934 3.060
C18 -4.783 -5.810 3.202
Cl14 -3.262 -5.800 2.289
Cl15 -5.847 -4.492 2.705
H28 -5.288 -6.754 3.027
H29 -4.556 -5.699 4.256



(3)
ORCA calculation (ωB97M-V/def2-TZVPD) on C22H15ClFN3O3S in the gas phase in a non-equilibrium geometry.

Output
ΔE to the lowest compared entry with this formula, charge and spin: 0.0 kcal per mole
SMILES string: COC(=O)c1cnc(N)c(-c2cc3cc(NC(=O)c4ccc(F)c(Cl)c4)ccc3s2)c1

Cartesian coordinates (Å):
C1 4.784 -5.403 4.554
O1 4.116 -4.701 3.368
C2 4.545 -4.952 2.100
O2 5.498 -5.724 1.898
C3 4.193 -3.982 1.144
C4 4.920 -3.875 -0.076
N1 4.865 -2.827 -0.926
C5 3.954 -1.888 -0.622
N2 3.849 -0.873 -1.513
C6 3.148 -1.962 0.491
C7 2.010 -1.034 0.732
C8 1.159 -0.652 -0.348
C9 0.163 0.348 0.067
C10 -0.827 0.927 -0.640
C11 -1.806 1.703 -0.010
N3 -2.814 2.087 -0.850
C12 -3.110 3.469 -1.123
O3 -2.467 4.384 -0.700
C13 -4.385 3.734 -1.746
C14 -4.673 5.038 -2.127
C15 -5.738 5.316 -2.842
C16 -6.657 4.355 -3.252
F1 -7.626 4.743 -4.035
C17 -6.496 3.002 -2.892
Cl1 -7.706 1.717 -3.277
C18 -5.309 2.743 -2.169
C19 -1.671 2.020 1.270
C20 -0.639 1.341 2.046
C21 0.267 0.498 1.465
S1 1.466 -0.467 2.259
C22 3.181 -3.028 1.411
H1 5.609 -4.806 4.906
H2 5.245 -6.354 4.405
H3 4.060 -5.515 5.360
H4 5.700 -4.575 -0.296
H5 4.381 -1.032 -2.345
H6 3.114 -0.161 -1.436
H7 1.307 -0.996 -1.351
H8 -1.039 0.753 -1.690
H9 -3.089 1.440 -1.563
H10 -3.988 5.856 -2.004
H11 -6.068 6.342 -3.096
H12 -5.085 1.711 -1.738
H13 -2.317 2.690 1.842
H14 -0.577 1.648 3.063
H15 2.553 -3.056 2.286



(4)
ORCA calculation (ωB97M-V/def2-TZVPD) on C5H10O2 in the gas phase.

Output
ΔE to the lowest compared entry with this formula, charge and spin: 58.8 kcal per mole
SMILES string: COC[C@@H](C)C=O

Cartesian coordinates (Å):
C1 0.383 -0.769 2.122
O1 -0.453 -1.124 0.997
C2 -1.165 -0.213 0.143
C3 -0.274 -0.007 -1.108
C4 -0.131 1.423 -1.624
C5 1.048 -0.504 -0.539
O2 1.787 0.227 0.083
H1 0.925 0.190 2.122
H2 1.162 -1.544 2.150
H3 -0.229 -0.829 3.019
H4 -1.411 0.739 0.632
H5 -2.113 -0.706 -0.116
H6 -0.590 -0.674 -1.922
H7 0.732 1.490 -2.297
H8 -1.013 1.761 -2.178
H9 0.054 2.110 -0.794
H10 1.289 -1.571 -0.690



(5)
ORCA calculation (ωB97M-V/def2-TZVPD) on C20H13F5O in the gas phase in a non-equilibrium geometry.

Output
ΔE to the lowest compared entry with this formula, charge and spin: 3.1 kcal per mole
SMILES string: Fc1cccc(C(Oc2ccc(C(F)(F)F)cc2)c2cccc(F)c2)c1

Cartesian coordinates (Å):
F1 -0.252 -5.534 8.226
C1 -0.013 -5.529 6.869
C2 0.960 -6.391 6.393
C3 1.125 -6.381 5.013
C4 0.305 -5.629 4.161
C5 -0.736 -4.899 4.660
C6 -1.834 -4.463 3.634
O1 -1.258 -3.401 2.834
C7 -1.490 -2.420 1.882
C8 -1.225 -2.654 0.531
C9 -1.505 -1.743 -0.484
C10 -1.971 -0.474 -0.190
C11 -2.149 0.555 -1.301
F2 -3.138 1.460 -1.029
F3 -2.462 -0.051 -2.499
F4 -0.992 1.254 -1.499
C12 -2.147 -0.162 1.154
C13 -1.894 -1.093 2.165
C14 -3.245 -4.219 4.158
C15 -4.193 -3.691 3.287
C16 -5.473 -3.368 3.722
C17 -5.885 -3.658 5.016
C18 -5.003 -4.356 5.820
F5 -5.442 -4.722 7.082
C19 -3.721 -4.708 5.411
C20 -0.825 -4.722 6.061
H1 1.480 -7.083 7.048
H2 1.901 -7.007 4.567
H3 0.508 -5.565 3.109
H4 -1.964 -5.431 3.007
H5 -0.958 -3.675 0.251
H6 -1.373 -2.041 -1.515
H7 -2.508 0.819 1.422
H8 -2.136 -0.813 3.186
H9 -3.865 -3.457 2.282
H10 -6.129 -2.881 3.017
H11 -6.888 -3.412 5.346
H12 -3.070 -5.224 6.124
H13 -1.433 -3.965 6.516



(6)
ORCA calculation (ωB97M-V/def2-TZVPD) on C4H9N3O2 in the gas phase in a non-equilibrium geometry.

Output
ΔE to the lowest compared entry with this formula, charge and spin: 116.2 kcal per mole
SMILES string: CN1CNC[C@@H]1[N+](=O)[O-]

Cartesian coordinates (Å):
C1 0.922 -1.304 1.076
N1 0.037 -0.344 0.510
C2 -0.338 -0.600 -0.907
N2 -1.289 0.406 -1.306
C3 -0.571 1.516 -0.840
C4 0.090 1.074 0.644
N3 1.496 1.654 0.678
O1 1.649 2.742 1.198
O2 2.314 1.072 -0.043
H1 0.767 -2.304 0.617
H2 1.988 -1.231 0.886
H3 0.704 -1.319 2.172
H4 -0.907 -1.591 -1.068
H5 0.659 -0.544 -1.505
H6 -2.176 0.397 -0.777
H7 -1.167 2.401 -0.648
H8 0.291 1.712 -1.391
H9 -0.614 1.526 1.283



(7)
ORCA calculation (ωB97M-V/def2-TZVPD) on a molecular structure, C5H8CuMgO3 in a non-equilibrium geometry.

Output
ΔE to the lowest compared entry with this formula, charge and spin: 58.0 kcal per mole
net charge: +2
spin multiplicity: 2

Cartesian coordinates (Å):
C1 2.181 0.300 6.701
C2 1.581 -0.363 7.588
H1 2.860 1.147 6.671
H2 1.930 1.170 4.872
H3 1.275 -1.371 7.851
Cu1 2.954 -2.970 4.260
O1 3.813 0.705 2.535
Mg1 2.341 2.758 2.076
O2 2.161 1.279 3.707
C3 2.936 0.273 3.399
O3 3.085 -0.680 4.178
C4 4.706 -0.170 1.799
C5 6.029 0.547 1.727
H4 4.783 -1.102 2.374
H5 4.276 -0.307 0.798
H6 6.537 0.511 2.699
H7 6.652 0.043 0.977
H8 5.884 1.593 1.429



(8)
ORCA calculation (ωB97M-V/def2-TZVPD) on 2 unconnected molecules or ions with the total composition C3H8N2OS2 in a non-equilibrium geometry.

Output
ΔE to the lowest compared entry with this formula, charge and spin: 29.6 kcal per mole
net charge: -1
spin multiplicity: 2

Cartesian coordinates (Å):
S1 -3.672 -0.506 0.563
S2 -2.927 -0.230 -1.378
C1 0.147 -0.733 0.517
C2 0.141 0.536 -0.318
C3 1.483 0.040 0.330
N1 1.964 0.745 1.514
O1 2.337 -0.370 -0.529
N2 0.216 0.586 -1.779
H1 -4.007 -1.804 0.360
H2 -0.396 -0.591 1.438
H3 0.249 -1.710 0.071
H4 -0.200 1.467 0.121
H5 2.959 0.677 1.631
H6 1.618 1.689 1.553
H7 0.836 -0.179 -2.009
H8 -0.747 0.382 -2.083



| no. | DFT total energy (Ha) |
| --- | --- |
| 1 | -3126.43853 |
| 2 | -7886.24551 |
| 3 | -2195.56563 |
| 4 | -346.93170 |
| 5 | -1344.46054 |
| 6 | -472.40838 |
| 7 | -2260.81353 |
| 8 | -1100.19495 |